[1]
Density functional theory data (ωB97M-V/def2-TZVPD) for a structure of composition C44H92HfNO17.

Each line ends with the Löwdin charge.
Atoms and positions in Å:
Hf -0.32569 -3.99553 3.20220  2.25
O 3.84947 0.75183 -4.03092  0.08
O 3.94283 -3.45815 -2.52742  -0.20
O -0.93911 -0.60561 -6.04983  -0.18
O -5.09600 3.40182 2.57680  -0.19
O -2.43931 -4.00340 1.96222  -0.35
O 1.03704 1.86220 -8.21148  -0.17
O 0.82736 -4.78955 5.30756  -0.35
O -5.98011 3.34690 -1.96456  -0.19
O -0.80933 -5.94727 1.88028  -0.32
O -2.82898 2.33283 3.52297  -0.19
O -0.13146 -2.59974 1.28581  -0.31
O -5.11722 -0.05102 -2.99859  -0.19
O 1.68744 -2.65918 3.89048  -0.32
O 1.86526 3.63944 3.15853  -0.21
O 6.90670 -3.23930 -0.43786  -0.20
O 1.91822 0.52888 -3.11045  -0.01
O 1.35035 2.34569 5.83920  -0.14
N 2.83670 1.22429 -3.55301  -0.41
C 1.27780 -3.66328 6.06471  -0.14
C 5.51348 2.27557 0.81659  -0.07
C 2.17971 -2.73388 5.24444  -0.14
C 3.77522 0.50530 -0.45433  -0.11
C 3.34354 1.29328 0.64053  -0.09
C 2.07838 1.17805 -8.89882  -0.08
C 0.54420 3.34911 3.73946  -0.13
C -4.87772 1.14370 -2.23907  -0.18
C 2.69388 -2.95386 -2.93522  -0.10
C 2.69699 -1.98716 3.10277  -0.01
C -0.92250 4.00080 -2.75028  -0.09
C -7.12018 4.17552 -1.97603  -0.10
C -1.77016 6.02663 -1.13079  -0.04
C -1.62890 6.24199 -2.51674  -0.04
C 4.52277 -2.99314 -1.28497  -0.13
C 2.58820 2.68912 -3.66099  0.07
C -0.74724 -7.39060 2.03458  0.00
C 0.27674 -0.00356 -6.63384  -0.15
C -1.22415 5.20882 -3.30990  -0.09
C 5.04092 0.69469 -1.01339  -0.08
C -3.59433 1.24979 3.94701  -0.12
C -3.68046 -3.20406 2.10899  0.00
C -0.39678 -1.74185 -1.04096  -0.02
C 2.54702 1.64735 5.81457  -0.11
C -1.36681 4.83552 -0.54627  -0.10
C 5.88541 1.58757 -0.32046  -0.06
C -6.19977 1.97236 -2.18722  -0.20
C -0.73949 -1.12142 -4.70927  -0.10
C -0.03431 1.15830 -7.59029  -0.17
C 1.92743 4.74643 2.27004  -0.10
C 0.55924 2.16659 4.72449  -0.22
C 5.75761 -3.96433 -0.95441  -0.13
C -2.93194 2.65860 2.12139  -0.17
C -4.04042 -0.99333 -3.16061  -0.09
C -1.23264 -5.59474 0.57208  -0.17
C -2.51120 -4.77574 0.74765  -0.13
C 6.74500 -2.63814 0.82933  -0.11
C -0.97576 3.80788 -1.36838  -0.08
C -4.35227 2.66905 1.58542  -0.19
C 0.10759 -1.43545 0.45817  -0.43
C 4.22483 2.12599 1.30813  -0.09
C -6.46482 3.55501 2.31045  -0.09
C 1.19788 -6.09610 5.81502  0.01
C -0.61255 -0.13668 0.88272  -0.05
H -4.14903 1.74941 -2.77778  0.12
H 2.65139 4.63491 1.46285  0.08
H -0.61348 0.70284 -8.39355  0.13
H -1.41868 4.75271 0.52930  0.08
H 3.12128 -0.14821 -1.01263  0.07
H -3.77290 -2.51355 1.27069  0.10
H -2.80177 -4.23399 -0.15244  0.16
H 0.77879 -0.77603 -7.21637  0.13
H -6.81085 5.19338 -1.73859  0.09
H -0.59238 3.19829 -3.39324  0.09
H -0.20283 -7.70993 2.92325  0.09
H 0.89525 0.32009 -5.79671  0.10
H 1.17624 -1.23638 0.37787  0.10
H -1.12643 5.41702 -4.36512  0.12
H 3.20049 -3.09920 5.35696  0.15
H -2.00501 6.82214 -0.43912  0.11
H 3.92430 2.66168 2.19646  0.09
H 1.79312 -4.13068 6.90381  0.15
H -1.74474 -7.82308 2.11249  0.13
H -0.41596 2.09944 5.20675  0.13
H -0.51255 -0.27582 -4.06000  0.07
H -6.74333 4.43165 2.89529  0.10
H 2.36123 -1.70629 2.10453  0.08
H 2.19889 -1.70964 5.61678  0.14
H 0.93802 4.89368 1.83704  0.06
H 0.42636 -3.03464 6.32543  0.14
H -1.90759 7.15897 -3.01465  0.12
H -3.66265 -2.50729 2.94701  0.09
H -6.74398 3.69881 1.26666  0.08
H 7.75405 -2.44030 1.19096  0.09
H -4.31839 3.20268 0.63558  0.13
H 0.12769 -1.77261 -4.81910  0.09
H 2.27654 -6.24041 5.75378  0.12
H 5.59891 -4.80666 -0.28107  0.11
H 5.33683 0.19422 -1.92355  0.10
H 2.52652 0.66110 5.35089  0.04
H 3.28308 2.14355 5.18204  0.09
H -4.53320 0.92303 -1.22876  0.10
H 4.80021 -1.94135 -1.35463  0.09
H -1.47214 -1.86293 -1.17157  0.06
H 2.74405 -1.91976 -3.27614  0.07
H -3.40787 1.15529 5.01678  0.10
H 6.92816 1.67739 -0.58690  0.11
H 6.12168 3.04195 1.27394  0.12
H 2.70460 1.90213 -9.42004  0.10
H -1.56486 -1.71307 -4.31328  0.07
H -3.26068 0.38940 3.36693  0.07
H -7.60777 4.34550 -2.93595  0.10
H -2.46530 1.76413 1.70874  0.09
H -4.67362 1.37392 3.85871  0.09
H -6.97490 2.63948 2.60997  0.09
H 2.36232 1.09380 1.04523  0.08
H 3.58722 -2.59335 2.93507  0.12
H 0.79660 -6.12263 6.82812  0.12
H 3.31577 3.24160 -3.06642  0.11
H 1.91883 -3.02799 -2.17239  0.05
H -7.77053 3.87263 -1.15542  0.08
H 2.43827 -3.65877 -3.72633  0.10
H 2.84055 2.93546 -4.69237  0.11
H -0.60768 1.98861 -7.17807  0.13
H -3.04103 -0.58197 -3.30245  0.06
H 0.74607 -6.84601 5.16571  0.09
H 2.69805 0.64680 -8.17642  0.09
H -3.89589 -1.50673 -2.21001  0.05
H -3.21250 -5.58212 0.96220  0.15
H 1.71021 0.47836 -9.64915  0.10
H -4.48267 -1.69838 -3.86448  0.11
H -4.60546 -3.77304 2.20246  0.12
H -0.29766 0.70700 0.26860  0.08
H 0.20217 4.23593 4.27300  0.14
H -1.45315 -6.49730 0.00213  0.15
H -6.72017 1.49331 -1.35788  0.12
H 6.33467 -1.63057 0.76209  0.07
H 1.99696 5.74096 2.71070  0.09
H 6.14817 -4.47541 -1.83439  0.13
H 1.58597 2.92327 -3.30207  0.07
H 3.70443 -3.06568 -0.56862  0.09
H 2.80180 -1.05533 3.65849  0.10
H -0.06840 -0.92731 -1.68656  0.08
H 0.71823 1.22053 4.20700  0.10
H -0.19071 3.15689 2.95775  0.10
H -1.68149 -0.32393 0.78074  0.07
H -0.48148 -5.15005 -0.08069  0.14
H 0.03203 -2.70225 -1.32707  0.05
H 6.24967 -3.39260 1.44052  0.08
H -0.78832 2.86627 -0.87377  0.08
H 2.89266 1.55342 6.84405  0.10
H -6.76113 1.69237 -3.07862  0.13
H -2.46641 3.61164 1.87019  0.11
H -0.45436 0.20617 1.90522  0.07
H -4.72778 1.66084 1.41045  0.11
H -0.15222 -7.88225 1.26495  0.12

Kohn-Sham gap: 1.26 eV
HOMO energy: -0.518 Ha
Molecular weight: 1085.70 g/mol
Total charge: +3
LUMO energy: -12.82 eV
Strongest force on any atom: 6.22 eV/A



[2]
Density functional theory data (ωB97M-V/def2-TZVPD) for a cluster of 11 separate species, C44H96F18N5O17 in total.

Each line ends with the Löwdin charge.
Atoms and positions in Å:
F 2.04413 4.26738 -2.42353  0.15
F -0.72914 -3.83598 1.32085  0.09
F 3.90453 -4.74796 1.86200  0.11
F 3.02142 -4.57333 3.84720  0.13
F -0.15632 0.11230 -6.29125  0.06
F 2.79383 0.23831 -2.01080  0.08
F -2.77548 0.27628 1.48169  0.09
F 3.33292 4.81035 -0.71496  0.11
F -4.13335 -0.83897 0.18383  0.15
F 2.36846 -1.60133 -2.93409  0.12
F 2.07483 6.26023 -1.56573  0.11
F 2.69571 -1.58440 -0.82143  0.12
F 1.21502 0.53469 -4.70631  0.14
F -2.64533 -3.32338 0.49125  0.08
F -4.83420 -0.20341 2.08003  0.16
F 1.75992 -4.52414 2.14092  0.10
F 0.94607 1.91248 -6.37884  0.13
F -1.83258 -2.07227 2.04798  0.10
O -0.28267 4.20875 -0.86610  -0.21
O 4.41420 -2.10227 2.85597  -0.22
O -3.34822 -5.35432 2.28006  -0.22
O 5.36934 -0.70741 -1.23094  -0.10
O -4.04962 -4.22233 -4.08145  -0.18
O -3.45027 -3.52888 3.64627  -0.10
O -3.74657 2.11579 -0.44658  -0.21
O -0.28931 -1.64064 -1.63923  -0.16
O -1.48255 2.79860 -5.54906  -0.09
O -3.55268 6.77063 1.67314  -0.18
O -4.96758 2.48099 1.40513  -0.14
O 2.34357 -1.76225 3.44004  -0.14
O 4.51155 3.51689 2.76646  -0.17
O -1.88730 1.11968 -4.11025  -0.21
O 2.50015 -7.49685 0.67097  -0.19
O 0.63126 5.50848 0.69878  -0.12
O 5.03819 -2.61497 -2.49863  -0.23
N 3.92513 0.75439 3.52444  0.24
N -3.05264 4.54671 0.23239  0.24
N 1.58338 -7.40213 -1.99324  0.23
N -1.00097 1.24954 -1.21124  0.26
N -3.15121 -1.51156 -5.19370  0.23
C 1.74022 6.03319 1.44305  -0.27
C 0.22869 -0.79909 4.10519  -0.06
C -2.12713 2.41801 -6.72873  -0.28
C 7.27288 0.60227 -0.42987  -0.08
C 3.15255 -1.08752 -1.98365  -0.53
C 0.19157 0.91425 0.96294  -0.02
C 2.96284 -4.09903 2.59256  -0.53
C -0.03592 0.38020 -0.44583  -0.25
C -4.59436 1.49022 0.42176  -0.41
C -2.64069 -4.30283 2.70439  -0.52
C 3.71505 1.16288 1.06314  -0.02
C -2.67526 -3.79897 -4.16180  -0.18
C -6.36664 2.76112 1.58819  -0.25
C -3.31022 -1.73299 -2.72235  -0.01
C 2.10420 4.93873 -1.26895  -0.54
C 2.37650 -5.21631 -1.17786  -0.02
C -0.88236 1.82114 -4.73274  -0.45
C 0.30130 1.13467 -5.48579  -0.52
C -1.95510 -3.36776 1.67385  -0.49
C -4.83975 6.75783 2.21145  -0.13
C 0.92179 4.53808 -0.31324  -0.46
C -2.70758 -2.90636 4.69070  -0.27
C -0.19365 -3.05998 -1.53670  -0.09
C 4.66037 -1.33343 -2.29731  -0.52
C -3.72126 -2.01306 5.45881  -0.07
C 6.68142 -0.30860 -1.49047  -0.30
C 0.92551 -1.93043 3.33278  -0.25
C -4.08018 0.16833 1.05295  -0.53
C -2.89229 4.46212 1.75172  -0.29
C -2.63649 -2.31304 -3.97337  -0.28
C 1.17457 7.05310 2.41206  -0.08
C -1.83089 3.49433 2.22539  -0.02
C 5.40594 2.47214 2.45481  -0.20
C 2.81572 -6.64270 -1.54725  -0.28
C 3.42120 -7.45393 -0.39670  -0.21
C -2.55111 3.75614 -7.42875  -0.07
C 3.15843 -2.53292 2.53642  -0.46
C 3.09997 -7.95127 1.90053  -0.06
C -2.59661 5.88425 2.23017  -0.16
C 5.25899 4.72401 2.84499  -0.11
C -4.15040 -5.63127 -4.21360  -0.10
C 4.65641 1.11446 2.25403  -0.28
C -0.57016 -1.01893 -0.41209  -0.21
C -6.52280 3.72911 2.75244  -0.06
H 4.33779 -6.97707 -0.03601  0.14
H 7.21617 0.19189 0.57832  0.07
H -2.09289 2.49730 1.86594  0.06
H -1.81710 -2.34398 4.39706  0.06
H 4.22037 1.25986 0.10102  0.08
H -3.00753 1.79366 -6.55855  0.10
H -0.29043 -3.50072 -2.53001  0.07
H -1.16007 0.91130 -2.17038  0.12
H 0.83623 0.27482 1.56868  0.06
H 0.87997 0.28340 -1.02320  0.13
H -3.72893 5.23253 -0.08746  0.15
H -2.25603 -3.64699 5.36060  0.11
H -1.63228 -1.01337 -0.14866  0.10
H 0.76244 -3.29956 -1.07640  0.06
H 2.08629 -4.73628 -2.11018  0.09
H 1.93973 7.54153 3.01572  0.07
H 5.60242 4.99889 1.84581  0.10
H 1.28615 3.65918 0.24203  0.11
H -4.39415 -1.83932 -2.68017  0.10
H 2.49390 6.53612 0.83722  0.11
H -4.37976 -2.59420 6.10922  0.06
H 4.86736 -0.77500 -3.22340  0.13
H -6.05375 4.63306 2.35979  0.02
H -2.86148 -1.96185 -6.05559  0.16
H -3.88372 4.14751 2.07962  0.11
H -3.08497 -0.67803 -2.55087  0.08
H 3.20623 -4.70441 -0.68954  0.10
H 1.61037 -5.26298 -0.40244  0.08
H -1.64583 3.37986 3.29372  0.10
H 3.59237 -6.67248 -2.31147  0.16
H -4.94519 6.42454 3.24672  0.10
H 0.84993 -7.39408 -1.28668  0.17
H 3.57110 -7.09191 2.38246  0.08
H 7.31074 -1.20523 -1.53600  0.11
H -5.49407 1.23498 -0.15451  0.15
H 1.84770 -8.35631 -2.23779  0.16
H 5.43239 0.37294 2.07307  0.13
H 3.29789 -0.03389 3.35125  0.11
H 3.46069 1.54487 3.95951  0.16
H -3.37750 3.67713 -0.22477  0.08
H -0.30518 2.40442 -4.00150  0.15
H -7.01326 1.88206 1.61443  0.12
H -4.12620 -5.90570 -5.27133  0.09
H -1.02026 -3.48266 -0.95975  0.07
H 4.59012 5.54122 3.12640  0.08
H 2.98628 1.96996 1.14913  0.07
H -2.27939 -4.13003 -5.12883  0.13
H -1.62345 6.19714 1.84682  0.11
H 4.66614 0.35753 4.09788  0.16
H -1.84617 -4.80119 3.28506  0.13
H 3.78312 -8.44021 -0.71436  0.12
H -5.52002 6.18108 1.57563  0.07
H -0.79501 2.22868 -1.07641  0.10
H 2.27095 -8.18073 2.56706  0.10
H -0.84845 3.74820 1.82219  0.07
H -5.26810 7.76287 2.19669  0.09
H 5.80402 2.59242 1.44247  0.12
H -5.88419 3.33772 3.54457  0.09
H 3.22383 0.20342 0.88674  0.07
H -1.60225 -1.96605 -4.03925  0.14
H 0.73271 -2.84301 3.90293  0.12
H 3.84498 -8.74212 1.81851  0.09
H -4.39925 -1.50227 4.77465  0.06
H -2.49640 6.00270 3.31174  0.13
H -0.09261 -1.49929 0.44724  0.11
H -5.04049 -6.02366 -3.72604  0.09
H 0.63478 -0.82225 5.11750  0.08
H -1.49532 1.91356 -7.46662  0.10
H 6.03750 4.82482 3.60422  0.09
H 0.60332 6.50166 3.16251  0.07
H 0.60277 1.92371 0.95920  0.06
H -2.76191 -0.55620 -5.11754  0.12
H -0.85609 -0.82858 4.03000  0.05
H 6.84646 0.12221 -2.48462  0.12
H 8.33095 0.72036 -0.66902  0.07
H 2.97891 -2.15450 1.52094  0.13
H -7.56352 3.89286 3.02017  0.08
H 0.59088 -2.02977 2.29847  0.08
H 0.56989 0.17228 3.73195  0.05
H -1.78115 4.37427 -7.88560  0.07
H -4.15821 -1.57370 -5.06911  0.16
H 6.27071 2.32448 3.10746  0.13
H -3.34796 -1.25856 6.15547  0.06
H 2.11067 5.18876 2.03203  0.11
H 6.77232 1.57015 -0.50286  0.06
H -2.09893 4.80330 -0.06115  0.12
H 0.55738 7.70465 1.79427  0.08
H -2.99213 4.41812 -6.68048  0.07
H -3.36521 3.45053 -8.08915  0.06
H -2.09218 -4.33408 -3.41107  0.11
H -3.31479 -6.14287 -3.72700  0.08
H -0.70141 0.95045 1.58905  0.06
H -2.89277 -2.15924 -1.80922  0.07
H -6.59111 3.28260 0.65092  0.12
H -1.96400 1.25669 -0.85732  0.11
H 1.27522 -7.07967 -2.90905  0.17

Kohn-Sham gap: 4.16 eV
HOMO energy: -0.142 Ha
Molecular weight: 1309.23 g/mol
Total charge: -1
LUMO energy: 0.30 eV
Strongest force on any atom: 4.09 eV/A